Model i:
Density functional theory data (ωB97M-V/def2-TZVPD) for the ion C4H7NO2 with charge -1.

XYZ file:
```
14
C4H7NO2 | the OMol25 dataset | ωB97M-V/def2-TZVPD
O 0.96202 1.71150 1.41215
O -2.28297 -1.24077 -0.72591
N -0.95672 0.46004 0.04186
C 0.86305 0.42006 1.56590
C 1.15914 -0.39308 -0.81972
C -2.02785 -0.05215 -0.55044
C 0.23397 -0.33429 0.42632
H -2.74209 0.72007 -0.88879
H -0.14084 -1.33394 0.62905
H 2.09096 -0.88544 -0.53776
H 1.54671 -0.07670 2.26579
H 0.67555 -1.03494 -1.56632
H -0.73595 1.44603 -0.02832
H 1.35502 0.59361 -1.22381
```

As for the LUMO energy (spin up / spin down): 4.065 / 4.033 eV. The calculation puts the HOMO energy (spin up / spin down) at -0.35 / -3.59 eV. Its expectation value of S² is 0.75. The charge is -1. The multiplicity is 2.

Charges per atom according to Mulliken partitioning, unit e:
1. O -0.7355
2. O -0.6345
3. N -0.1013
4. C -0.5144
5. C -1.2996
6. C -0.0447
7. C 0.1806
8. H 0.3447
9. H 0.2428
10. H 0.3744
11. H 0.2997
12. H 0.3528
13. H 0.2419
14. H 0.2932

Model ii:
Density functional theory data (ωB97M-V/def2-TZVPD) for the ion C4H7NO2 with charge -1.

XYZ file:
```
14
C4H7NO2 | the OMol25 dataset | ωB97M-V/def2-TZVPD
O 1.62469 -1.55589 0.58405
O -2.34829 -0.38331 0.08140
N -0.33203 0.67577 -0.08132
C 0.56490 1.62774 0.61005
C -1.61643 0.56799 0.34275
C 0.27430 -0.30452 -1.01085
C 1.58603 -0.89040 -0.50068
H -0.39440 -1.16658 -1.04123
H 2.49408 -0.74703 -1.12088
H 1.51651 1.08149 0.61681
H 0.36534 0.11513 -2.02110
H 0.09942 1.97742 1.51908
H -1.94664 1.38547 1.00126
H 0.73086 2.47180 -0.06647
```

As for the LUMO energy (spin up / spin down): 3.993 / 3.965 eV. The calculation puts the HOMO energy (spin up / spin down) at -0.06 / -3.33 eV. Its expectation value of S² is 0.75. The charge is -1. The multiplicity is 2.

Charges per atom according to Mulliken partitioning, unit e:
1. O -0.7282
2. O -0.6258
3. N 0.1465
4. C -1.0129
5. C 0.0827
6. C -0.3334
7. C -0.4733
8. H 0.2109
9. H 0.3373
10. H 0.3504
11. H 0.1747
12. H 0.3674
13. H 0.2819
14. H 0.2217

Model iii:
Density functional theory data (ωB97M-V/def2-TZVPD) for the ion C4H7NO2 with charge -1.

XYZ file:
```
14
C4H7NO2 | the OMol25 dataset | ωB97M-V/def2-TZVPD
O 1.32637 -0.00655 2.13043
O -2.30901 0.62753 -0.44502
N 0.58026 -0.11757 -0.02800
C 0.68751 0.49328 -1.32753
C -0.60697 -0.92616 0.33021
C 1.28402 0.40796 0.99061
C -1.86295 -0.12100 0.51392
H 2.08425 1.07217 0.59735
H -0.41799 -1.53286 1.21726
H 0.53514 -0.29006 -2.07060
H 1.71902 0.83229 -1.47515
H -2.25406 -0.08377 1.54260
H -0.76458 -1.67350 -0.47055
H -0.00101 1.31824 -1.50553
```

As for the LUMO energy (spin up / spin down): 4.030 / 3.994 eV. The calculation puts the HOMO energy (spin up / spin down) at -0.07 / -3.19 eV. Its expectation value of S² is 0.75. The charge is -1. The multiplicity is 2.

Charges per atom according to Mulliken partitioning, unit e:
1. O -0.5975
2. O -0.7589
3. N 0.0978
4. C -0.9092
5. C -0.6188
6. C 0.1219
7. C -0.3363
8. H 0.2369
9. H 0.2130
10. H 0.2675
11. H 0.3950
12. H 0.3373
13. H 0.2830
14. H 0.2683

Quick one: most stable of them? model i

Model i:
Density functional theory data (ωB97M-V/def2-TZVPD) for a cluster of 2 separate species, C5H13N2 in total.

XYZ file:
```
20
C5H13N2 | the OMol25 dataset | ωB97M-V/def2-TZVPD
N 1.56644 0.93720 -0.25660
N -0.73940 -0.57898 -0.20559
C -0.70781 -1.88364 0.55054
C -2.05190 -2.57995 0.47511
C 2.29661 1.10667 0.76170
C 1.35002 2.01197 -1.15621
C 0.56091 3.04316 -0.88693
H 0.02811 3.09905 0.05607
H -2.07404 -3.37822 1.21448
H 0.10724 -2.47341 0.14151
H -2.23464 -3.01781 -0.50543
H 0.20959 -0.07409 -0.18804
H 2.47748 0.27055 1.42724
H -1.45283 0.02331 0.20027
H -2.86161 -1.89076 0.72330
H -0.46157 -1.63097 1.57852
H -0.97131 -0.76404 -1.18094
H 2.73282 2.08314 0.97725
H 0.43189 3.84317 -1.59654
H 1.79397 1.85365 -2.12971
```

As for the LUMO energy: -3.015 eV. The calculation puts the HOMO energy at -13.37 eV. The charge is +1.

Charges per atom according to Mulliken partitioning, unit e:
1. N -0.4498
2. N -0.2254
3. C -0.3995
4. C -1.1492
5. C -0.2914
6. C -0.2491
7. C -0.6249
8. H 0.2416
9. H 0.3472
10. H 0.3661
11. H 0.3541
12. H 0.3682
13. H 0.2650
14. H 0.3853
15. H 0.3597
16. H 0.3621
17. H 0.3884
18. H 0.3107
19. H 0.2859
20. H 0.3550

Model ii:
Density functional theory data (ωB97M-V/def2-TZVPD) for the ion C5H13N2 with charge +1.

XYZ file:
```
20
C5H13N2 | the OMol25 dataset | ωB97M-V/def2-TZVPD
N -2.79300 -0.86306 -0.19208
N -0.63304 0.38574 1.50703
C 1.45936 0.96547 -0.16634
C -1.44312 -0.95138 -0.38971
C 0.98438 -0.46959 -0.07576
C 2.71203 1.05035 -1.09790
C -0.36698 -0.54167 0.38780
H -3.44048 -1.50894 0.15094
H -0.22828 0.18408 2.44852
H -1.12095 -1.32178 -1.36414
H 1.54540 1.54645 0.80228
H 3.26459 2.03729 -1.14470
H 1.01779 -0.90012 -1.04756
H -0.14325 1.29390 1.37177
H -3.26782 -0.52765 -1.06509
H 2.46979 0.77198 -2.13394
H 3.35812 0.28385 -0.67356
H 1.49939 -1.16782 0.56924
H 0.56738 1.63879 -0.62063
H -1.61337 0.69215 1.55362
```

As for the LUMO energy: -3.452 eV. The calculation puts the HOMO energy at -13.27 eV. The charge is +1. As for the SMILES: CCC/C([NH3+])=C/N.

Charges per atom according to Mulliken partitioning, unit e:
1. N -0.5404
2. N -0.2632
3. C -0.4357
4. C -0.1984
5. C -0.5214
6. C -1.2814
7. C -0.0326
8. H 0.2338
9. H 0.3744
10. H 0.2981
11. H 0.2970
12. H 0.3411
13. H 0.4050
14. H 0.2762
15. H 0.2737
16. H 0.3449
17. H 0.3281
18. H 0.3331
19. H 0.3671
20. H 0.4007

Model iii:
Density functional theory data (ωB97M-V/def2-TZVPD) for the ion C5H13N2 with charge +1.

XYZ file:
```
20
C5H13N2 | the OMol25 dataset | ωB97M-V/def2-TZVPD
N -0.63011 1.37246 1.65929
N -0.47339 0.72209 -0.76063
C 0.03012 1.53683 -1.89936
C 0.06708 0.58491 0.79087
C -0.21786 -0.96427 0.61179
C 0.62494 -2.15301 1.21376
C -0.26899 -0.76142 -0.89099
H -1.22481 -1.04413 1.07237
H 0.75384 -0.89998 -1.23701
H 0.28675 -2.56974 2.17911
H -1.47418 0.80900 -0.57893
H 0.97539 1.09320 -2.05861
H -0.26283 2.18422 2.09280
H 1.83147 -1.96138 1.31667
H 1.09145 0.81285 0.76532
H 0.17689 2.63159 -1.53642
H -1.03829 -1.10859 -1.52213
H -0.61274 1.32231 -2.70135
H -1.34715 0.85364 2.27112
H 0.51578 -3.06482 0.55987
```

As for the LUMO energy: -2.687 eV. The calculation puts the HOMO energy at -14.48 eV. The charge is +1. As for the SMILES: C[C@@H]1C[N@H+](C)[C@H]1N.

Charges per atom according to Mulliken partitioning, unit e:
1. N -0.4586
2. N -0.0964
3. C -0.7811
4. C -0.3120
5. C 0.3036
6. C -1.2962
7. C -0.7605
8. H 0.3014
9. H 0.3769
10. H 0.3801
11. H 0.3818
12. H 0.3393
13. H 0.2330
14. H 0.2710
15. H 0.4512
16. H 0.3089
17. H 0.4285
18. H 0.3563
19. H 0.2422
20. H 0.3306

Model iv:
Density functional theory data (ωB97M-V/def2-TZVPD) for a cluster of 2 separate species, C5H13N2 in total.

XYZ file:
```
20
C5H13N2 | the OMol25 dataset | ωB97M-V/def2-TZVPD
N -1.02278 -0.67728 -0.51760
N 1.52460 0.16292 0.07770
C -1.10962 -1.96480 -0.18936
C -1.63640 0.29330 0.35833
C 2.33568 0.38055 -0.95443
C -1.54697 1.78263 -0.11578
C 1.74355 -0.42389 1.11736
H -0.08122 -2.58483 -0.37005
H 3.39688 0.39412 -0.61633
H -1.89354 2.54835 0.64602
H -1.05755 0.05841 1.35278
H -1.63608 -2.28455 -1.15691
H 2.68816 -0.78821 1.60155
H -0.49228 2.05737 -0.43789
H 0.93565 -0.73644 1.88928
H -2.70476 -0.06012 0.40283
H -2.11566 1.91351 -0.96556
H -1.62200 -2.40743 0.76289
H 2.19109 -0.44620 -1.73814
H 2.04612 1.25844 -1.46059
```

As for the LUMO energy (spin up / spin down): -7.141 / -7.122 eV. The calculation puts the HOMO energy (spin up / spin down) at -13.45 / -13.47 eV. The charge is +1.

Charges per atom according to Mulliken partitioning, unit e:
1. N 0.0047
2. N 0.0012
3. C -0.7109
4. C -0.1504
5. C -0.8855
6. C -1.1370
7. C -0.2854
8. H 0.3634
9. H 0.3589
10. H 0.3319
11. H 0.2684
12. H 0.4088
13. H 0.2898
14. H 0.2112
15. H 0.1264
16. H 0.4981
17. H 0.3805
18. H 0.3583
19. H 0.2979
20. H 0.2695

Quick one: most stable of them? model i

Model i:
Density functional theory data (ωB97M-V/def2-TZVPD) for the ion C5H13N2 with charge +1.

XYZ file:
```
20
C5H13N2 | the OMol25 dataset | ωB97M-V/def2-TZVPD
N 0.71423 -1.12328 0.64260
N 1.58652 -0.57066 2.72040
C -1.36562 -0.37067 -0.59812
C 1.65884 -1.16490 1.55617
C -0.48199 -0.25084 0.66428
C -0.67134 0.29555 -1.84090
C -0.54817 1.80008 -1.78055
H 0.72277 -0.07399 2.87988
H 2.58394 -1.59748 1.21685
H 0.34455 2.20315 -1.28806
H -1.38707 -1.40893 -0.95899
H -1.27312 -0.18898 -2.61037
H 2.18172 -0.71301 3.51916
H -0.56960 2.23285 -2.78760
H -2.34718 -0.15827 -0.17974
H -1.34230 2.35705 -1.28175
H 0.33642 -0.09886 -2.02400
H -0.29314 0.81558 0.82114
H -0.95057 -0.59209 1.58878
H 1.10109 -1.39230 -0.25919
```

As for the LUMO energy: -3.528 eV. The calculation puts the HOMO energy at -14.62 eV. The charge is +1. As for the SMILES: CCCCNC=[NH2+].

Charges per atom according to Mulliken partitioning, unit e:
1. N -0.0520
2. N -0.2690
3. C -0.9584
4. C 0.0935
5. C -0.7496
6. C -0.1579
7. C -1.3661
8. H 0.2087
9. H 0.3709
10. H 0.3556
11. H 0.3281
12. H 0.3623
13. H 0.2513
14. H 0.3526
15. H 0.3516
16. H 0.3595
17. H 0.2562
18. H 0.4022
19. H 0.5723
20. H 0.2881

Model ii:
Density functional theory data (ωB97M-V/def2-TZVPD) for the ion C5H13N2 with charge +1.

XYZ file:
```
20
C5H13N2 | the OMol25 dataset | ωB97M-V/def2-TZVPD
N 0.97049 -1.42032 -1.70557
N -0.40390 0.90364 3.06428
C 0.32288 -0.22204 1.20767
C 0.38310 -0.13459 -1.41294
C -0.39233 -0.04641 -0.01823
C 0.66727 0.88742 2.09242
C -0.65560 0.17097 -2.46962
H 0.70778 1.81602 1.55062
H -1.12088 0.76709 -0.02081
H 1.49875 -1.80819 -0.93232
H -1.27919 1.29390 2.74231
H -0.27846 -0.03155 -3.46601
H -0.88547 1.23493 -2.47067
H 0.29539 -2.13915 -1.94269
H -1.56564 -0.41613 -2.33195
H -0.46771 0.03966 3.58459
H 0.40997 -1.25684 1.53539
H 1.21442 0.56696 -1.50227
H -1.04249 -0.93051 -0.09433
H 1.62160 0.72514 2.59013
```

As for the LUMO energy: -6.571 eV. The calculation puts the HOMO energy at -13.69 eV. The charge is +1.

Charges per atom according to Mulliken partitioning, unit e:
1. N -0.6251
2. N -0.4270
3. C -0.0116
4. C 0.4656
5. C -0.7302
6. C -0.5974
7. C -1.5268
8. H 0.3647
9. H 0.4515
10. H 0.2265
11. H 0.2729
12. H 0.4340
13. H 0.4044
14. H 0.2691
15. H 0.3633
16. H 0.2658
17. H 0.3869
18. H 0.3382
19. H 0.3343
20. H 0.3409

Quick one: most stable of them? model i